ORCA calculation (ωB97M-V with the def2-TZVPD basis set) on a cluster of 2 separate species, C5H11NO in total.

Structure (XYZ):
```
18
Properties=species:S:1:pos:R:3:forces:R:3:mulliken_charge:R:1
C -0.698133 1.058938 0.264840 -1.1787 0.3592 0.5302 1.01
C 1.343418 -0.956273 -1.158826 0.7186 0.0597 -0.1545 -0.83
C -1.667884 0.249000 0.704473 0.2105 0.6918 -0.1331 -1.08
C 0.651556 -2.095607 0.819580 0.4028 -0.6962 0.4564 -0.67
C -0.722877 1.797813 -1.037206 0.6445 -0.0843 -0.2671 -1.06
N 1.388524 -1.235085 0.135880 -1.0811 0.4597 -0.1623 -0.01
O 0.330029 1.474907 1.080427 0.2844 -0.1798 -0.3210 -0.54
H 0.194921 1.114640 1.962731 -0.0883 -0.0745 0.0179 0.33
H 1.860605 -0.532423 0.693841 0.1113 -0.0974 -0.0144 0.29
H 1.976371 -0.188534 -1.556374 0.2294 0.1298 0.1325 0.42
H 0.851666 -1.628052 -1.824519 -0.3749 -0.3114 -0.1483 0.26
H -1.719674 -0.071915 1.730242 0.2493 -0.3043 0.1892 0.25
H -2.550140 0.070756 0.116837 0.0107 -0.1242 -0.2938 0.27
H 0.147658 -2.900014 0.296238 -0.0207 0.3215 0.0114 0.24
H 0.736643 -2.112950 1.893326 0.1320 0.0110 -0.0476 0.30
H -0.436017 2.847324 -0.887488 -0.1512 -0.2528 0.0667 0.30
H 0.011033 1.353583 -1.715503 -0.0885 0.1666 -0.0060 0.20
H -1.697698 1.753891 -1.518498 -0.0099 -0.0746 0.1439 0.32
```
Forces are in eV/Å.

Output
Energy ... -326.98929 hartree
Energy relative to the best compared isomer or geometry (same formula, charge and spin) ... 3.866 eV
Multiplicity ... 1
Maximum force ... 1.3 eV/A
Charge ... 0
LUMO level ... 0.8 eV